## w
The following is a DFT calculation (ωB97M-V/def2-TZVPD) of a 3-piece molecular cluster, C5H14N3 overall.

Calculated values
- HOMO level (spin up / spin down): -0.473 / -0.473 Ha
- Total charge: +1
- LUMO level (spin up / spin down): -3.71 / -3.71 eV
- Gap between HOMO and LUMO (spin up / spin down): 9.15 / 9.15 eV

Cartesian coordinates (Å):
C: 1.01 1.45 0.06
C: 1.44 2.92 0.30
C: 0.48 1.34 -2.34
C: 1.45 0.95 -1.25
C: -0.38 -0.97 0.60
N: 0.28 1.02 0.97
N: -0.96 -1.55 1.54
N: -2.34 -3.77 1.43
H: 0.69 3.65 0.23
H: 2.17 3.14 -0.42
H: 1.76 2.92 1.40
H: -0.45 0.85 -2.19
H: 1.06 1.04 -3.22
H: 0.24 2.33 -2.43
H: 2.46 1.37 -1.30
H: 1.46 -0.13 -1.12
H: 0.03 -1.08 -0.41
H: -1.52 -2.45 1.48
H: -1.14 -0.89 2.35
H: -3.24 -3.44 1.10
H: -2.01 -4.58 0.84
H: -2.50 -4.13 2.37

=====

## x
The following is a DFT calculation (ωB97M-V/def2-TZVPD) of a 2-piece molecular cluster, C5H14N3 overall.

Calculated values
- HOMO level: -0.477 Ha
- Total charge: +1
- LUMO level: -8.47 eV
- Gap between HOMO and LUMO: 4.50 eV

Cartesian coordinates (Å):
C: 0.60 -3.07 0.26
C: 0.31 -1.61 -0.19
C: -1.02 -1.03 0.28
C: -1.56 0.06 -0.62
N: 0.70 2.97 0.02
C: -0.28 1.98 0.16
N: -0.69 1.35 -0.92
N: 1.25 -0.55 0.06
H: -0.36 -3.55 0.54
H: 1.20 -3.06 1.18
H: 1.07 -3.71 -0.49
H: 0.04 -1.54 -1.25
H: -1.79 -1.77 0.42
H: -0.86 -0.62 1.23
H: -2.56 0.33 -0.25
H: -1.63 -0.31 -1.62
H: 1.53 2.80 -0.48
H: 0.85 3.59 0.87
H: -0.77 1.65 1.13
H: 1.98 1.28 2.87
H: 2.14 -0.92 0.28
H: 2.02 1.40 2.14

=====

## y
The following is a DFT calculation (ωB97M-V/def2-TZVPD) of an isolated ion of composition C5H14N3 and charge +1.

Calculated values
- HOMO level: -0.495 Ha
- Total charge: +1
- LUMO level: -3.18 eV
- Gap between HOMO and LUMO: 10.29 eV
- SMILES: C[C@H]1C[C@@H](N)N(C)[NH2+]1

Cartesian coordinates (Å):
C: 2.60 0.19 -0.28
C: 1.25 0.04 0.32
C: 0.41 1.28 0.37
C: -1.08 0.71 0.40
N: -1.86 1.72 -0.14
N: -0.91 -0.66 -0.29
C: -1.72 -1.80 0.02
N: 0.52 -0.88 -0.47
H: 2.61 1.13 -0.87
H: 2.75 -0.78 -0.78
H: 3.44 0.34 0.41
H: 1.32 -0.47 1.36
H: 0.61 1.77 1.38
H: 0.67 1.97 -0.51
H: -1.39 0.48 1.41
H: -1.49 2.00 -1.10
H: -2.88 1.69 0.02
H: -1.19 -2.65 0.12
H: -2.34 -1.49 0.95
H: -2.41 -1.96 -0.78
H: 0.52 -0.76 -1.43
H: 0.58 -1.88 -0.10

=====

## z
The following is a DFT calculation (ωB97M-V/def2-TZVPD) of a 2-piece molecular cluster, C5H14N3 overall.

Calculated values
- HOMO level: -0.451 Ha
- Total charge: +1
- LUMO level: -2.79 eV
- Gap between HOMO and LUMO: 9.49 eV

Cartesian coordinates (Å):
C: 0.54 -2.66 1.04
C: 0.41 -2.17 -0.18
N: 1.43 -1.33 -0.79
N: -0.32 -3.56 1.63
H: 1.42 -2.42 1.64
H: -0.45 -2.34 -0.81
H: 1.10 -0.15 -0.79
H: 2.31 -1.39 -0.29
H: 1.62 -1.65 -1.74
H: -1.20 -3.69 1.14
H: -0.50 -3.41 2.62
N: 0.73 1.19 -0.81
C: -0.24 1.60 0.26
C: -1.96 3.15 -0.60
C: -0.81 2.97 0.03
H: 1.49 1.86 -0.82
H: 0.26 1.31 -1.71
H: 0.31 1.56 1.20
H: -1.03 0.86 0.30
H: -2.34 4.14 -0.77
H: -2.55 2.30 -0.92
H: -0.23 3.82 0.35

=====

Quick ranking, most stable first: z, y, w, x.

=====

## w
The following is a DFT calculation (ωB97M-V/def2-TZVPD) of an isolated ion of composition C5H14N3 and charge +1.

Calculated values
- HOMO level: -0.503 Ha
- Total charge: +1
- LUMO level: -2.84 eV
- Gap between HOMO and LUMO: 10.84 eV
- SMILES: CC[N@H+](C)[C@@H]1CN1N

Cartesian coordinates (Å):
C: -2.18 1.02 0.53
C: -1.70 0.31 -0.74
N: -0.37 -0.59 -0.43
C: -0.62 -1.94 0.04
C: 0.70 -0.01 0.30
C: 1.26 1.20 -0.26
N: 2.01 -0.04 -0.44
N: 3.13 -0.30 0.48
H: -1.42 1.66 0.95
H: -3.03 1.68 0.14
H: -2.34 0.60 1.46
H: -1.47 0.95 -1.51
H: -2.52 -0.34 -1.01
H: 0.01 -0.73 -1.43
H: -0.78 -1.91 1.12
H: -1.38 -2.43 -0.54
H: 0.32 -2.56 -0.23
H: 0.59 -0.11 1.42
H: 0.88 1.60 -1.22
H: 1.85 1.81 0.40
H: 3.20 0.50 1.12
H: 3.88 -0.35 -0.17

=====

## x
The following is a DFT calculation (ωB97M-V/def2-TZVPD) of an isolated ion of composition C5H14N3 and charge +1.

Calculated values
- HOMO level: -0.450 Ha
- Total charge: +1
- LUMO level: -3.55 eV
- Gap between HOMO and LUMO: 8.71 eV
- SMILES: C[C@@H]([NH3+])CC/N=C\N

Cartesian coordinates (Å):
C: 1.71 0.70 1.61
C: 0.80 1.17 0.48
N: 1.55 2.24 -0.31
C: 0.37 0.11 -0.52
C: -0.37 -1.09 0.11
N: -0.80 -1.91 -0.99
C: -2.00 -2.12 -1.33
N: -3.17 -1.65 -0.73
H: 1.50 1.24 2.52
H: 2.77 0.75 1.35
H: 1.57 -0.36 1.82
H: -0.05 1.66 0.95
H: 1.80 3.06 0.25
H: 2.39 1.84 -0.68
H: 0.92 2.59 -1.04
H: -0.28 0.58 -1.24
H: 1.23 -0.37 -0.99
H: -1.23 -0.75 0.70
H: 0.34 -1.64 0.71
H: -2.14 -2.68 -2.25
H: -3.01 -1.07 0.08
H: -3.90 -2.31 -0.51

=====

## y
The following is a DFT calculation (ωB97M-V/def2-TZVPD) of a 2-piece molecular cluster, C5H14N3 overall.

Calculated values
- HOMO level: -0.478 Ha
- Total charge: +1
- LUMO level: -3.30 eV
- Gap between HOMO and LUMO: 9.72 eV

Cartesian coordinates (Å):
N: 1.15 -0.83 -0.28
C: 0.73 -0.60 1.16
C: 1.58 1.19 2.81
C: 1.78 0.09 2.03
H: 1.19 -1.85 -0.39
H: 2.15 -0.59 -0.24
H: 0.43 -1.59 1.57
H: -0.20 0.04 1.14
H: 2.40 1.63 3.29
H: 0.58 1.60 2.93
H: 2.80 -0.34 1.93
C: -2.37 -1.14 -1.81
N: -1.89 0.15 -1.22
C: -0.78 0.67 -1.67
N: -0.06 1.64 -1.09
H: -3.43 -1.26 -1.50
H: -1.75 -1.97 -1.48
H: -2.35 -1.01 -2.90
H: -2.13 0.39 -0.25
H: -0.46 0.18 -2.60
H: -0.30 1.90 -0.14
H: 0.93 1.70 -1.30

=====

Quick ranking, most stable first: x, y, w.

=====

## w
The following is a DFT calculation (ωB97M-V/def2-TZVPD) of a 2-piece molecular cluster, C5H14N3 overall.

Calculated values
- HOMO level: -0.427 Ha
- Total charge: +1
- LUMO level: -3.53 eV
- Gap between HOMO and LUMO: 8.10 eV

Cartesian coordinates (Å):
C: -1.67 1.83 1.70
C: -1.66 0.52 0.90
C: -2.04 0.29 -0.36
N: -2.04 -1.01 -0.94
H: -2.04 2.68 1.11
H: -2.31 1.76 2.60
H: -0.67 2.13 2.06
H: -1.42 -0.38 1.47
H: -2.33 1.17 -0.99
H: -2.86 -1.15 -1.49
H: -1.99 -1.71 -0.22
C: 2.49 -1.98 0.08
N: 2.02 -0.61 -0.01
C: 1.63 -0.08 -1.13
N: 1.42 1.22 -1.33
H: 2.30 -2.33 1.07
H: 3.61 -2.08 -0.17
H: 1.91 -2.64 -0.60
H: 2.08 -0.03 0.83
H: 1.46 -0.79 -1.95
H: 1.25 1.73 -0.49
H: 0.83 1.48 -2.17

=====

## x
The following is a DFT calculation (ωB97M-V/def2-TZVPD) of C5H14N3 as an isolated structure.

Calculated values
- HOMO level: -0.445 Ha
- Total charge: +1
- LUMO level: -2.75 eV
- Gap between HOMO and LUMO: 9.36 eV

Cartesian coordinates (Å):
C: -1.42 -1.01 1.97
C: -1.58 -1.41 0.70
N: -0.52 -2.03 -0.06
N: -2.34 -0.24 2.66
H: -0.49 -1.22 2.50
H: -2.49 -1.21 0.16
H: -0.04 -1.17 -0.92
H: 0.25 -2.29 0.54
H: -0.83 -2.87 -0.54
H: -3.26 -0.27 2.26
H: -2.38 -0.46 3.64
N: 0.58 -0.24 -1.63
C: 1.22 0.73 -0.69
C: 1.99 2.95 -1.48
C: 2.20 1.64 -1.36
H: 1.28 -0.65 -2.23
H: -0.04 0.28 -2.24
H: 1.71 0.15 0.09
H: 0.42 1.31 -0.24
H: 2.71 3.59 -1.96
H: 1.11 3.43 -1.07
H: 3.10 1.18 -1.76

=====

## y
The following is a DFT calculation (ωB97M-V/def2-TZVPD) of an isolated ion of composition C5H14N3 and charge +1.

Calculated values
- HOMO level: -0.451 Ha
- Total charge: +1
- LUMO level: -3.51 eV
- Gap between HOMO and LUMO: 8.77 eV
- SMILES: C[C@@H](N)C/C(N)=C/[NH3+]

Cartesian coordinates (Å):
C: 0.15 0.10 -2.41
C: 0.91 -0.50 -1.22
N: 1.64 0.56 -0.45
C: -0.02 -1.35 -0.28
C: -0.44 -0.58 0.97
N: -0.21 -1.25 2.14
C: -1.06 0.57 0.73
N: -1.22 1.75 1.62
H: 0.56 1.09 -2.65
H: 0.27 -0.53 -3.29
H: -0.89 0.39 -2.24
H: 1.69 -1.12 -1.68
H: 2.10 0.08 0.32
H: 2.28 0.96 -1.12
H: 0.56 -2.19 0.10
H: -0.79 -1.78 -0.90
H: -0.70 -0.93 2.96
H: 0.50 -1.96 2.23
H: -1.52 0.69 -0.24
H: -2.06 2.23 1.34
H: -0.40 2.36 1.50
H: -1.35 1.40 2.56

=====

Quick ranking, most stable first: w, x, y.